# 1
17
Properties=species:S:1:pos:R:3:forces:R:3 method="wB97M-V/def2-TZVPD" e_above_lowest_kcal_mol=76.5 charge=0 mol_weight_g_mol=122.20 lumo_ev="0.09 / 0.09" energy_ev=-17188.3430
C -1.109295 -2.403726 0.535728 -1.53 2.81 1.98
C 0.442743 1.493266 1.581895 0.27 3.91 2.29
N -1.274096 0.885515 -2.573876 3.32 -2.09 1.30
N 1.824952 0.148584 -0.652135 -1.61 0.90 1.24
O -0.265769 -1.758431 -0.335460 1.77 1.30 -1.97
O -0.144911 0.455005 1.040179 -2.70 -2.96 -2.11
Si 0.150081 -0.155594 -0.417045 -0.93 -1.59 -2.17
H -0.870185 -2.064090 1.541880 0.35 -0.64 0.45
H -1.229382 -3.437301 0.480950 0.65 -1.75 -0.60
H -2.098381 -1.978451 0.445664 -0.72 -0.07 -0.40
H 0.141097 2.485662 1.136157 0.77 -0.80 -0.13
H 1.501616 1.305163 1.654774 0.66 0.62 0.14
H 0.022721 1.592357 2.581216 0.39 0.08 0.47
H -0.367441 0.731216 -3.157397 -1.84 0.38 1.03
H -1.100400 1.792441 -2.166319 0.01 0.79 0.05
H 2.387202 -0.205358 -1.382507 0.55 0.08 -0.73
H 1.989447 1.113741 -0.313706 0.58 -0.98 -0.84

---

# 2
48
Properties=species:S:1:pos:R:3:forces:R:3 method="wB97M-V/def2-TZVPD" e_above_lowest_kcal_mol=132.9 charge=0 mol_weight_g_mol=298.28 lumo_ev=-0.40 energy_ev=-32285.6119
C -0.905660 1.458587 0.548901 -1.82 2.67 -0.01
C -0.807671 0.160277 0.538908 2.02 -1.07 0.24
C 0.461112 -0.529523 1.065340 -1.05 -0.28 1.87
C 0.577482 -2.032722 0.772566 -3.47 -0.55 -3.41
C 1.102649 -2.128686 -0.663537 3.38 -0.38 0.57
O 0.763636 -1.948052 -1.815561 -0.19 -0.36 1.94
O 2.462830 -2.414956 -0.418721 -0.57 0.71 -0.83
H -0.173678 2.208081 0.879793 0.30 -0.94 -0.30
H -1.876961 2.037541 0.450951 0.98 -1.23 -0.41
H -1.571429 -0.550677 0.327553 -0.90 0.01 -0.35
H 0.458686 -0.405774 2.227014 0.31 -0.23 -2.39
H 1.369423 -0.135837 0.624026 0.27 0.75 0.24
H -0.361659 -2.635817 0.596219 0.26 1.12 1.12
H 1.182604 -2.602280 1.413224 1.07 -0.38 0.71
H 2.933533 -2.059800 -1.183616 0.26 -0.51 -0.29
O 2.015036 2.050127 -2.565023 3.90 -1.75 0.17
H 2.342221 2.071130 -3.490676 -0.43 0.13 0.60
H 2.883592 1.656161 -2.087696 -3.15 1.45 -1.40
O -0.927008 -0.262965 -2.906648 -0.40 -0.32 -0.22
H -0.442130 -1.044704 -2.583644 -0.18 0.57 0.01
H -1.197169 -0.542209 -3.790997 0.00 0.25 0.08
O 1.676209 -0.755697 -4.453448 0.89 2.03 -0.69
H 1.996717 0.191605 -4.352519 -0.85 -1.95 -0.10
H 1.862282 -1.156789 -3.611575 -0.14 -0.26 0.67
O -3.856057 -1.389056 -2.043862 -3.10 0.17 -1.46
H -4.197349 -0.544251 -2.418943 0.71 -0.96 0.53
H -3.039589 -1.216703 -1.659654 2.42 0.79 0.88
O -2.393753 3.430800 -2.700339 4.98 -1.67 -4.47
H -2.780244 3.440687 -1.908889 -2.53 0.12 5.03
H -1.533678 2.878375 -2.532457 -2.40 1.45 -0.53
O 2.389567 1.737153 2.869079 0.00 0.24 -0.06
H 2.123816 1.382807 2.003108 0.45 0.44 0.23
H 3.208301 2.234863 2.835681 0.01 0.07 -0.59
O 1.081187 3.576232 -0.842645 -0.59 0.79 4.69
H 1.473241 4.223145 -0.184999 -0.79 -1.01 -1.46
H 1.402392 3.776420 -1.673611 1.21 0.59 -2.59
O -1.172533 -1.186106 4.501040 -0.51 0.27 -2.30
H -1.695379 -1.228753 3.607253 1.92 0.39 2.54
H -0.249323 -0.825200 4.331907 -1.55 -0.98 -0.09
O 1.353649 -0.143087 4.027120 -1.72 1.52 1.80
H 1.178199 0.808195 4.285575 -0.18 -1.43 -0.15
H 2.259795 0.032601 3.874558 1.84 -0.50 -0.66
O -2.414137 -2.858726 0.905300 -1.25 -1.57 -3.05
H -3.224668 -3.412209 0.945023 0.91 0.87 0.56
H -2.145460 -2.481186 1.697390 0.07 0.61 2.49
O -1.288552 1.422513 3.017803 0.10 -0.82 3.24
H -1.839628 1.180050 3.819569 0.37 0.56 -1.31
H -0.434531 1.087489 3.394621 -0.88 0.58 -1.07

---

# 3
17
Properties=species:S:1:pos:R:3:forces:R:3 method="wB97M-V/def2-TZVPD" e_above_lowest_kcal_mol=70.1 charge=0 mol_weight_g_mol=111.15 lumo_ev="0.37 / 0.37" energy_ev=-9798.4289
H -3.052868 -0.811165 -0.796739 -0.09 0.06 0.42
N -2.239170 -0.202680 -0.770467 1.75 0.31 0.14
C -1.289742 -0.699230 -0.034833 -0.65 -2.19 -3.81
N -1.569714 -1.877682 0.652409 0.92 -0.47 0.71
C 0.280518 -0.379656 -0.333742 -1.48 0.22 3.60
C 1.317955 -1.227945 -0.321554 -0.89 -0.03 0.33
C 0.413261 1.033103 0.110614 -1.99 1.55 -0.94
C 1.647012 1.882622 -0.009631 0.21 -0.29 -0.09
N -0.734403 1.500414 0.495969 1.57 0.26 -0.65
H -0.811828 2.517532 0.443455 0.58 0.07 0.92
H -0.876228 -2.609908 0.599248 0.20 0.19 0.25
H -2.481892 -2.271774 0.464758 0.02 0.32 0.03
H 1.179532 -2.285745 -0.134917 0.01 -0.14 -0.63
H 2.344828 -0.879415 -0.290660 -0.17 0.13 -0.15
H 1.988939 2.152453 0.994374 -0.05 0.03 -0.15
H 2.465587 1.361570 -0.505445 0.01 0.07 -0.09
H 1.418213 2.797509 -0.562837 0.04 -0.10 0.09

---

# 4
58
Properties=species:S:1:pos:R:3:forces:R:3 method="wB97M-V/def2-TZVPD" e_above_lowest_kcal_mol=11.5 charge=0 mol_weight_g_mol=524.16 lumo_ev=-1.53 energy_ev=-61707.3458
C 0.171339 1.613775 2.312380 -0.80 0.05 -0.28
C -0.716721 1.324180 1.094809 0.65 -0.69 0.74
P 0.043798 0.353410 -0.279366 -0.27 0.66 -1.59
C -0.661293 -1.346316 -0.244612 -0.62 0.46 0.62
C -2.039450 -1.290029 -0.953494 0.61 -0.11 -0.14
C 1.865313 0.264942 -0.080656 0.11 -0.23 0.64
C 2.609061 0.861230 -1.020263 -0.25 -0.01 0.09
C 4.092169 0.841046 -1.004644 0.83 0.68 -0.53
O 4.767056 1.668088 -1.610484 -0.77 -0.93 0.54
C 4.704825 -0.252441 -0.209684 -0.50 -0.18 0.27
C 3.997218 -0.870899 0.745840 0.55 0.05 -0.03
B 4.587780 -2.068053 1.604233 -0.40 -0.27 0.12
O 4.273450 -3.349596 1.242834 0.29 0.19 -0.03
O 5.370991 -1.922493 2.697368 0.22 0.01 -0.08
C 2.590858 -0.446875 1.020651 -0.41 -0.15 0.43
O 2.071286 -0.705280 2.095286 0.37 -0.05 -0.78
H 0.318507 0.708417 2.880936 0.36 -0.12 0.09
H 1.110437 2.053837 2.003205 0.33 0.01 0.11
H -0.353164 2.319117 2.948064 0.01 0.27 0.18
H -1.078667 2.242185 0.671963 0.01 0.22 -0.29
H -1.586526 0.771724 1.439779 -0.25 -0.16 -0.08
H -0.019656 -2.034879 -0.774964 0.37 -0.13 0.05
H -0.832684 -1.686178 0.772292 0.36 -0.26 0.19
H -2.276301 -0.285797 -1.282657 -0.21 0.26 0.05
H -1.994957 -1.903380 -1.842411 -0.16 -0.16 -0.23
H -2.823498 -1.677508 -0.321348 -0.26 -0.03 0.15
H 2.123400 1.381337 -1.829671 0.03 0.26 -0.17
H 5.718126 -0.552296 -0.419034 0.31 0.24 -0.14
H 3.928030 -3.345771 0.350088 -0.33 -0.26 -0.12
H 5.671209 -1.021496 2.815506 -0.07 0.21 0.24
C -0.328467 -6.706819 -0.697439 -0.26 0.04 0.11
C -0.680416 -6.589645 -2.165092 0.51 -0.05 0.08
O -2.099576 -6.705667 -2.386157 -0.10 -0.09 -0.05
C -2.823159 -5.639468 -2.090041 0.29 -0.13 -0.05
O -2.422492 -4.594851 -1.674457 -0.03 0.23 0.06
C -4.303331 -5.919122 -2.393970 -0.14 -0.01 0.04
F -4.691037 -7.081033 -1.864661 -0.03 -0.12 0.05
F -4.495412 -5.976929 -3.715180 0.01 -0.02 -0.16
F -5.069417 -4.957648 -1.901222 -0.07 0.14 0.06
H -0.715464 -7.640212 -0.287880 0.08 -0.05 -0.04
H 0.752945 -6.686841 -0.568320 0.02 -0.03 -0.04
H -0.757588 -5.889774 -0.119780 0.05 0.07 -0.04
H -0.237646 -7.409000 -2.726160 -0.16 -0.05 -0.06
H -0.319140 -5.656777 -2.596915 -0.14 0.08 0.05
C -0.490189 8.696996 1.255983 -0.26 -0.03 -0.12
C -0.098210 7.252039 1.477584 0.38 0.32 0.14
O -1.219642 6.362098 1.310852 -0.10 -0.08 0.08
C -1.580639 6.109622 0.063268 0.23 0.10 0.20
O -1.070044 6.526314 -0.930386 0.01 0.01 -0.24
C -2.769424 5.136739 0.061292 -0.23 -0.08 -0.03
F -3.728612 5.538673 0.897535 -0.05 0.06 0.11
F -2.364458 3.919071 0.452246 -0.04 0.07 0.03
F -3.292841 5.030884 -1.149329 0.01 0.00 -0.17
H -1.313117 8.972442 1.916278 0.07 0.01 0.08
H 0.357821 9.350087 1.457466 0.02 -0.02 0.04
H -0.817330 8.866529 0.231661 0.08 -0.02 -0.04
H 0.232259 7.103459 2.502788 -0.12 -0.13 0.03
H 0.712687 6.944830 0.818086 -0.11 -0.04 -0.13

---

# 5
18
Properties=species:S:1:pos:R:3:forces:R:3 method="wB97M-V/def2-TZVPD" e_above_lowest_kcal_mol=96.9 charge=+1 mol_weight_g_mol=99.16 lumo_ev=-4.80 energy_ev=-8332.9173
C -2.556413 0.154641 -0.912648 0.08 2.84 -1.01
C 1.460912 -1.107614 1.086930 0.98 0.65 1.83
C 1.118827 -0.413327 -1.335764 -1.62 -0.20 1.69
C -0.852509 1.470409 1.052717 -1.04 1.64 2.28
C 0.985514 0.072397 0.155381 1.34 -1.50 -0.76
N -0.441063 0.488076 0.400623 -0.86 -1.24 -1.61
N -1.704185 -0.560861 -0.426508 3.76 -0.49 2.96
H -2.418710 1.251177 -1.000677 -0.79 -0.57 0.08
H -3.291509 -0.417044 -1.409899 -1.26 -0.34 -0.59
H 1.642118 -0.729664 2.123916 -0.77 0.02 -0.49
H 0.783314 -1.999991 1.222822 0.76 0.99 -0.80
H 2.561538 -1.376700 0.910977 -1.80 0.05 -0.73
H 1.461025 -1.429281 -1.348645 0.37 -0.35 -0.12
H 1.639417 0.194595 -2.012406 1.13 1.01 -0.48
H 0.112942 -0.426762 -1.695053 -0.53 -0.28 -0.65
H -1.955260 1.764332 1.170019 1.48 -0.84 -0.60
H -0.212634 2.118890 1.742906 -0.32 -1.01 -1.38
H 1.666675 0.946722 0.275305 -0.91 -0.39 0.38

---

# 6
5
Properties=species:S:1:pos:R:3:forces:R:3 method="wB97M-V/def2-TZVPD" e_above_lowest_kcal_mol=5.1 charge=0 mol_weight_g_mol=112.13 lumo_ev="-1.87 / -1.87" energy_ev=-27810.4826
O 1.435464 -0.107467 -0.118951 -1.26 0.18 -0.02
O -0.999231 1.368319 0.231209 -0.74 -1.77 -0.62
O -1.936487 -0.971239 0.404481 0.64 1.26 -0.62
S 2.862987 -0.390191 -0.126783 1.46 -0.29 0.00
S -1.362732 0.100580 -0.389954 -0.10 0.62 1.25

---

# 7
43
Properties=species:S:1:pos:R:3:forces:R:3 method="wB97M-V/def2-TZVPD" e_above_lowest_kcal_mol=68.6 charge=0 mol_weight_g_mol=338.37 lumo_ev=0.06 energy_ev=-31058.8023
C -5.693477 0.339228 -1.550778 -0.03 0.01 -0.21
O -5.517288 0.284389 -0.156432 0.09 0.01 0.30
C -4.325881 0.694345 0.366502 0.15 0.04 0.14
C -4.220743 0.637129 1.757159 -0.16 -0.06 -0.06
C -3.054162 1.032322 2.376725 -0.13 -0.09 -0.08
C -1.969959 1.464452 1.631297 0.31 0.11 -0.34
C -2.066812 1.509878 0.247927 -0.15 0.04 0.43
O -0.987396 1.974804 -0.465767 -0.31 0.24 0.15
C -0.456268 1.106846 -1.456460 0.19 -0.33 -0.14
C 0.366728 0.013979 -0.815885 -0.28 0.07 -0.04
C 1.719294 0.182427 -0.619264 -0.05 -0.30 0.11
C 2.488411 -0.784413 0.038013 -0.75 -0.07 -0.10
C 3.906399 -0.614579 0.229244 1.01 0.08 0.15
N 4.515129 0.422912 -0.203053 -1.43 -0.13 -0.21
N 5.832944 0.536325 -0.010594 1.46 0.31 0.12
C 6.581979 1.588585 -0.414177 -0.12 -0.31 0.14
N 7.831865 1.396484 -0.082092 0.34 0.47 -0.18
C 7.811542 0.194223 0.534260 -0.20 0.14 -0.11
N 6.628323 -0.358587 0.599446 -0.36 -0.73 0.31
C 1.851575 -1.930418 0.512315 0.32 0.42 -0.14
C 0.496129 -2.112975 0.329093 -0.48 -0.08 -0.04
C -0.262205 -1.152445 -0.337006 0.27 -0.06 -0.01
O -1.590482 -1.264691 -0.579906 0.44 0.17 -0.17
C -2.305636 -2.334070 -0.007462 -0.15 -0.21 0.12
C -3.250404 1.142104 -0.385877 -0.12 0.10 -0.22
H -6.702612 -0.026155 -1.735258 0.08 0.03 -0.04
H -4.975915 -0.302278 -2.073744 -0.01 0.04 0.01
H -5.606425 1.363264 -1.927696 0.02 -0.04 0.01
H -5.068321 0.285016 2.322925 -0.11 -0.03 0.07
H -2.981240 0.991949 3.453280 0.00 0.00 0.09
H -1.047976 1.765566 2.102645 0.12 0.03 0.02
H 0.179360 1.740488 -2.078890 -0.09 -0.12 0.03
H -1.250431 0.667543 -2.069081 0.08 0.14 0.02
H 2.209493 1.076366 -0.970790 0.02 0.15 -0.08
H 4.441794 -1.407769 0.753601 0.06 0.10 -0.04
H 6.176947 2.435787 -0.925607 -0.21 0.17 -0.13
H 8.688771 -0.269712 0.936150 0.16 -0.17 0.12
H 2.424220 -2.686805 1.028794 0.07 -0.08 0.05
H 0.032093 -3.010241 0.706371 -0.06 -0.07 0.02
H -1.991240 -3.296713 -0.422829 0.01 0.04 0.03
H -2.197952 -2.346585 1.080632 0.01 0.01 -0.03
H -3.350144 -2.155774 -0.257302 0.04 -0.04 0.03
H -3.310018 1.207791 -1.460431 -0.02 -0.01 -0.10

---

# 8
18
Properties=species:S:1:pos:R:3:forces:R:3 method="wB97M-V/def2-TZVPD" e_above_lowest_kcal_mol=45.0 charge=0 mol_weight_g_mol=101.15 lumo_ev=1.06 energy_ev=-8899.7464
C 0.970470 -1.420780 -1.762141 0.04 0.04 -0.11
C 0.341138 -1.370143 -0.398457 0.00 0.08 0.10
C 0.210035 -0.249385 0.331562 -0.03 -0.20 0.00
N 0.005878 -0.230870 1.697200 0.10 -0.15 -0.03
C -0.601292 0.853425 2.432599 -0.08 0.15 0.06
O 0.371618 1.012968 -0.178283 0.08 -0.11 0.10
C -0.490019 1.347038 -1.256377 -0.12 0.09 -0.21
H 0.248178 -1.531361 -2.583644 0.09 0.00 0.13
H 1.558204 -0.516089 -1.952268 -0.08 -0.13 0.00
H 1.662134 -2.268905 -1.828143 -0.12 0.11 0.00
H 0.098617 -2.313095 0.087233 0.03 0.15 -0.04
H 0.031852 -1.134197 2.141398 0.03 0.12 -0.06
H 0.057002 1.192461 3.242188 -0.12 -0.03 -0.12
H -1.566644 0.569320 2.872115 0.10 0.04 -0.11
H -0.756951 1.695726 1.757052 0.00 -0.11 0.13
H -0.379945 2.422679 -1.413558 -0.01 -0.15 0.02
H -1.534326 1.120984 -1.009176 0.14 0.01 0.00
H -0.225950 0.820224 -2.179300 -0.04 0.08 0.16